A:
DFT (ωB97M-V/def2-TZVPD) results for a structure of composition C4H3ClN2S.

The geometry in XYZ format:
```
11
Properties=species:S:1:pos:R:3:mulliken_charge:R:1
C 0.6074 0.9636 -0.4359 0.608
C 1.2265 0.0513 -1.2271 -0.184
C -0.5459 -1.0007 0.3425 0.550
C -0.4630 0.3784 0.3026 -0.728
H 2.6381 2.3457 -0.4519 0.159
H 1.9506 0.4932 -1.8323 0.377
H -0.7694 0.9740 1.0701 0.421
N 0.8729 -1.2212 -1.4104 -0.398
N 0.0524 -1.8181 -0.4973 -0.382
S 0.9064 2.6259 -0.1421 -0.260
Cl -1.7500 -1.5828 1.3500 -0.162
```

Values from the calculation:
* HOMO level: -0.3551 Eh
* spin multiplicity: 1
* orbital gap: 8.6 eV


B:
DFT (ωB97M-V/def2-TZVPD) results for the molecule C4H3ClN2S.

The geometry in XYZ format:
```
11
Properties=species:S:1:pos:R:3:mulliken_charge:R:1
C -2.3464 -2.0350 -1.4243 0.266
C -0.0484 -0.9515 -0.0301 0.097
C -0.3018 0.5178 -0.5101 -0.648
C -1.0503 -2.4568 -1.5016 0.196
N -3.4520 -1.8015 -1.4660 -0.363
N -0.1997 -2.0366 -0.5641 -0.400
S -0.7649 0.8160 -2.1850 -0.052
Cl -0.9459 -3.8280 -2.4865 -0.131
H 0.5334 -0.7576 0.8685 0.328
H -0.8827 1.0984 0.2126 0.354
H 0.6351 1.0624 -0.3497 0.354
```

Values from the calculation:
* HOMO level (alpha / beta): -0.3580 / -0.2965 Eh
* spin multiplicity: 1
* orbital gap (alpha / beta): 8.4 / 5.7 eV


Stability, highest: A


A:
DFT (ωB97M-V/def2-TZVPD) results for the ion C5H12NS with charge +1.

The geometry in XYZ format:
```
19
Properties=species:S:1:pos:R:3:mulliken_charge:R:1
C -0.1450 0.6689 1.8880 -1.520
C -0.6340 0.0011 0.6225 0.206
C -0.4913 -1.6475 0.7339 -0.282
S 0.3317 -2.3598 1.8991 -0.071
N 0.0759 0.5286 -0.5854 -0.058
C 1.4579 0.0307 -0.7147 -0.838
C -0.6832 0.3011 -1.8302 -0.864
H 0.8923 0.4275 2.1047 0.429
H -0.7364 0.3100 2.7263 0.416
H -0.2619 1.7489 1.8344 0.427
H -1.7018 0.1867 0.4840 0.287
H -1.0399 -2.1825 -0.0276 0.297
H 0.1303 1.5434 -0.4401 0.360
H 1.4481 -1.0079 -1.0401 0.409
H 1.9986 0.6272 -1.4480 0.382
H 1.9779 0.0938 0.2371 0.323
H -0.8388 -0.7651 -1.9811 0.365
H -1.6512 0.7977 -1.7834 0.364
H -0.1291 0.6973 -2.6796 0.369
```

Values from the calculation:
* HOMO level: -0.4731 Eh
* spin multiplicity: 1
* orbital gap: 8.5 eV
* charge: +1


B:
DFT (ωB97M-V/def2-TZVPD) results for a structure of composition C5H12NS.

The geometry in XYZ format:
```
19
Properties=species:S:1:pos:R:3:mulliken_charge:R:1
C -1.9671 -0.0408 -0.4260 -0.253
C -0.2756 -0.4430 0.5933 -0.783
C -3.0153 0.7574 0.1487 -1.038
C 1.4971 0.7627 -0.5668 -0.808
C 1.7794 -1.5657 0.2199 -0.829
N 0.8659 -0.4966 -0.3028 0.031
S -1.6126 -1.7116 0.2800 0.003
H -1.6644 0.0487 -1.3720 0.563
H -0.0036 -0.0808 1.5472 0.568
H -3.0959 0.3847 1.2434 0.305
H -4.0234 0.5773 -0.2984 0.334
H -2.7183 1.7337 -0.0707 0.304
H 2.1287 1.2123 0.3222 0.326
H 2.2521 0.8102 -1.4671 0.335
H 0.8208 1.4304 -0.9631 0.391
H 1.4036 -2.5401 0.5648 0.295
H 2.6359 -1.6454 -0.4524 0.393
H 2.3982 -1.0775 1.1070 0.347
H 0.3596 -0.9753 -1.1802 0.516
```

Values from the calculation:
* HOMO level: -0.4909 Eh
* spin multiplicity: 1
* orbital gap: 10.2 eV
* charge: +1


Stability, highest: A


A:
DFT (ωB97M-V/def2-TZVPD) results for the ion C5H12NS with charge +1.

The geometry in XYZ format:
```
19
Properties=species:S:1:pos:R:3:mulliken_charge:R:1
C -2.9024 0.2926 -0.2428 -1.053
S -1.6014 -0.5972 0.6032 0.004
N -0.1064 0.2025 0.2502 0.035
C -0.2204 1.6853 0.3021 -0.930
C 0.9568 -0.5560 0.0568 1.024
C 0.9453 -1.9676 -0.1012 -1.393
C 2.3424 0.0374 -0.0737 -1.257
H -3.6853 -0.3350 -0.3289 0.449
H -2.5756 0.5429 -1.1965 0.352
H -3.3075 1.1254 0.2227 0.397
H -1.0960 1.8429 0.8958 0.385
H -0.1200 2.1332 -0.7431 0.306
H 0.6275 2.0548 0.9057 0.401
H 1.5974 -2.3446 -0.8440 0.416
H -0.1094 -2.2905 -0.0598 0.337
H 1.3981 -2.2380 0.8628 0.401
H 2.6079 0.5616 0.8194 0.414
H 2.2142 0.6151 -1.0563 0.348
H 3.0351 -0.7648 -0.2722 0.364
```

Values from the calculation:
* HOMO level: -0.4933 Eh
* spin multiplicity: 1
* orbital gap: 9.6 eV
* charge: +1


B:
DFT (ωB97M-V/def2-TZVPD) results for a cluster of 2 separate species, C5H12NS in total.

The geometry in XYZ format:
```
19
Properties=species:S:1:pos:R:3:mulliken_charge:R:1
C -2.1007 1.4290 -0.6014 -0.843
C 2.8470 0.3693 0.4440 0.257
C -1.2947 -0.7406 0.8897 0.310
C 2.1877 1.3132 -0.2425 -1.104
C -2.1009 -1.6002 0.0219 -1.230
N 2.8325 -0.9596 0.1478 -0.430
S -1.0750 0.8954 0.7926 0.236
H -3.0074 0.8351 -0.6552 0.325
H -1.5364 1.3508 -1.5268 0.323
H 3.3793 0.6279 1.3487 0.334
H -0.7518 -1.1781 1.7163 0.355
H -2.3526 2.4714 -0.4209 0.377
H 1.6709 1.0950 -1.1611 0.314
H 2.2206 2.3382 0.0722 0.269
H -3.1666 -1.3965 0.1687 0.387
H -1.9212 -2.6473 0.2460 0.332
H -1.8945 -1.4172 -1.0338 0.364
H 3.5199 -1.5577 0.5746 0.224
H 2.5439 -1.2281 -0.7808 0.200
```

Values from the calculation:
* HOMO level (alpha / beta): -0.4170 / -0.4170 Eh
* spin multiplicity: 1
* orbital gap (alpha / beta): 5.6 / 5.6 eV
* charge: +1


C:
DFT (ωB97M-V/def2-TZVPD) results for the ion C5H12NS with charge +1.

The geometry in XYZ format:
```
19
Properties=species:S:1:pos:R:3:mulliken_charge:R:1
C 1.1343 -0.5904 -1.3547 -2.006
C 0.2137 -0.6582 -0.1422 1.151
C 0.4980 -1.5641 1.0197 -1.250
S -1.5892 -0.7960 -0.6612 -0.003
C -1.5403 0.3739 0.8575 -0.848
C -0.0827 0.7744 0.5417 -0.655
N -0.2378 1.8025 -0.5163 -0.086
H 1.4788 -1.4932 -1.6177 0.424
H 2.0335 -0.1379 -1.2154 0.551
H 0.7397 -0.0299 -2.1680 0.560
H -0.3555 -1.3930 1.6064 0.318
H 1.4960 -1.3471 1.4385 0.369
H 0.6676 -2.6416 0.6465 0.359
H -1.6438 -0.1582 1.6936 0.433
H -2.3788 1.0383 0.7216 0.325
H 0.4725 0.9052 1.4601 0.386
H -1.0215 1.5257 -0.9939 0.348
H 0.5948 1.6634 -1.0997 0.299
H -0.4791 2.7260 -0.2164 0.324
```

Values from the calculation:
* HOMO level: -0.4873 Eh
* spin multiplicity: 1
* orbital gap: 9.8 eV
* charge: +1


Stability, highest: A